# 1
{
  "formula": "C38H35ClN2Si2Sn",
  "method": "wB97M-V/def2-TZVPD",
  "symbols": ["C", "C", "C", "H", "C", "C", "H", "H", "H", "H", "Sn", "Si", "C", "C", "H", "C", "H", "C", "H", "C", "H", "C", "H", "C", "C", "H", "C", "H", "C", "H", "C", "H", "C", "H", "H", "Si", "C", "C", "H", "C", "H", "C", "H", "C", "H", "C", "H", "C", "C", "H", "C", "H", "C", "H", "C", "H", "C", "H", "H", "Cl", "N", "C", "C", "C", "C", "C", "C", "C", "C", "N", "C", "H", "H", "H", "H", "H", "H", "H", "H"],
  "xyz": [[-1.167408, -0.379851, 1.489623], [-2.224213, 0.069403, 0.652851], [-2.454646, -0.911945, -0.344854], [-2.864414, 0.934387, 0.848623], [-1.553673, -1.980255, -0.155206], [-0.721851, -1.664330, 0.993830], [-0.064026, -2.348660, 1.524025], [-0.852474, 0.055918, 2.437771], [-3.289590, -0.915190, -1.046836], [-1.539840, -2.921494, -0.702136], [0.559646, -0.245358, -0.465673], [2.792415, 0.357350, -7.887097], [2.082578, 1.868025, -8.712437], [2.667909, 2.574518, -9.780573], [3.627717, 2.258057, -10.184753], [2.016614, 3.681312, -10.336238], [2.471406, 4.233976, -11.163200], [0.776891, 4.094725, -9.833285], [0.274894, 4.967177, -10.253470], [0.179722, 3.390151, -8.784070], [-0.789760, 3.696532, -8.388577], [0.830716, 2.277193, -8.239317], [0.342723, 1.719278, -7.437378], [2.188003, -1.156723, -8.782130], [1.106656, -1.117064, -9.679814], [0.696008, -0.160681, -10.006503], [0.533479, -2.298939, -10.162466], [-0.345371, -2.258770, -10.809607], [1.079662, -3.536822, -9.804802], [0.615505, -4.462002, -10.149915], [2.231177, -3.581866, -9.009852], [2.681310, -4.544460, -8.763274], [2.792367, -2.398010, -8.523566], [3.704142, -2.434498, -7.927574], [2.449974, 0.234562, -6.475321], [0.429728, 0.228352, -3.257040], [-0.294365, -1.360346, -3.897364], [-1.481231, -1.391227, -4.646591], [-1.966763, -0.463913, -4.944344], [-2.106734, -2.607713, -4.956851], [-3.031448, -2.622037, -5.538955], [-1.563444, -3.819850, -4.515842], [-2.044176, -4.771016, -4.759297], [-0.399231, -3.795882, -3.741257], [0.012465, -4.728097, -3.356527], [0.236671, -2.587338, -3.450843], [1.121060, -2.599705, -2.808951], [-0.690537, 1.663789, -3.664583], [-1.913689, 1.860983, -2.983712], [-2.166959, 1.245831, -2.117136], [-2.810375, 2.844153, -3.407088], [-3.747323, 2.996366, -2.869699], [-2.518567, 3.644698, -4.513628], [-3.230091, 4.398684, -4.850804], [-1.290899, 3.486043, -5.161144], [-1.044186, 4.133953, -6.002588], [-0.373205, 2.519367, -4.729576], [0.602199, 2.457683, -5.216293], [4.288059, 0.482713, -7.902922], [2.383951, 0.516782, -3.848044], [0.308200, 2.057976, 0.421978], [1.110981, 2.256796, 1.604549], [1.025934, 3.436548, 2.321910], [1.824269, 3.617763, 3.467698], [2.660625, 2.613753, 3.911295], [2.753330, 1.367114, 3.224007], [3.504382, 0.262698, 3.674450], [3.442263, -0.937550, 2.977152], [2.647364, -1.042639, 1.827119], [1.988389, 0.025018, 1.334385], [1.981901, 1.222916, 2.033311], [-0.673621, 2.262139, 0.609405], [0.542944, 2.727237, -0.311162], [0.358279, 4.233003, 1.975665], [1.780558, 4.567536, 4.008515], [3.263965, 2.729341, 4.812579], [4.111703, 0.375693, 4.566354], [3.991359, -1.818780, 3.306186], [2.527617, -1.995483, 1.308585]],
  "forces_ev_per_a": [[-0.7, 0.5, -0.4], [0.5, -0.4, 0.8], [0.3, -1.0, 0.0], [0.4, -0.2, -0.2], [-0.6, 0.4, -0.1], [0.4, 0.4, -1.1], [-0.2, 0.1, -0.1], [0.0, 0.0, -0.4], [0.5, 0.1, 0.1], [0.1, 0.3, 0.1], [-1.2, 0.3, 2.0], [1.1, 0.1, -1.2], [-0.3, 0.2, 0.2], [-0.4, 0.1, 0.2], [-0.1, 0.1, 0.1], [-0.1, -0.1, 0.1], [-0.1, -0.2, 0.3], [0.1, -0.2, 0.2], [0.2, -0.3, 0.1], [0.2, -0.1, -0.1], [0.2, 0.0, -0.2], [-0.2, 0.6, -0.3], [0.1, 0.1, -0.2], [0.1, -0.4, -0.4], [-0.1, -0.3, 0.2], [0.0, -0.2, 0.2], [0.2, -0.1, 0.1], [0.3, 0.0, 0.1], [0.1, 0.3, 0.1], [0.2, 0.3, 0.0], [-0.1, 0.1, -0.1], [-0.1, 0.3, -0.1], [-0.5, -0.2, 0.0], [-0.2, -0.1, 0.0], [-0.4, 0.2, 0.3], [-0.3, 0.0, -2.2], [0.2, -0.5, 0.9], [-0.4, -0.1, 0.1], [0.2, -0.1, -0.1], [0.2, -0.1, 0.0], [0.4, 0.1, 0.2], [0.1, 0.5, 0.1], [0.1, 0.4, 0.1], [0.2, 0.1, 0.0], [0.0, 0.2, -0.1], [-0.4, -0.2, 0.1], [-0.1, -0.1, -0.2], [-0.1, 0.3, 0.9], [0.1, 0.1, -0.2], [0.0, 0.1, -0.2], [0.0, -0.1, 0.1], [0.3, -0.1, -0.1], [0.4, -0.3, 0.1], [0.2, -0.2, 0.1], [-0.1, -0.1, 0.0], [0.0, -0.2, 0.2], [0.1, 0.3, -0.1], [-0.3, 0.0, 0.0], [-0.3, -0.2, 0.0], [-0.8, -0.1, 0.9], [0.0, -0.2, -0.8], [0.2, 0.8, 0.5], [0.2, -0.5, -0.4], [0.4, -0.1, 0.5], [0.0, -0.1, 0.0], [-0.7, 0.6, -0.5], [-0.1, -0.5, -0.6], [0.1, 0.1, 0.4], [-0.2, 1.4, -0.1], [0.2, -0.5, 0.1], [-0.1, -0.8, -0.3], [0.0, -0.4, 0.1], [0.3, 0.0, 0.0], [0.2, -0.3, 0.2], [0.0, -0.4, -0.2], [-0.2, 0.1, -0.2], [0.0, -0.1, -0.1], [-0.1, 0.3, 0.0], [0.2, 0.3, 0.0]],
  "mulliken_charge": [-0.6280, -0.5286, -0.6092, 0.5842, -0.5904, -0.5657, 0.7887, 0.5221, 0.5054, 0.4857, 0.9558, 0.3321, 0.1364, -0.4651, 0.3884, -0.5699, 0.3851, -0.5240, 0.3750, -0.7130, 0.4636, -0.0147, 0.5662, 0.4529, -0.1008, 0.3763, -0.6691, 0.3873, -0.4606, 0.3974, -0.5761, 0.3887, -0.5581, 0.3454, -0.1760, 0.2782, 0.8585, -0.3515, 0.4555, -0.7413, 0.4287, -0.4751, 0.4475, -0.7880, 0.4465, -0.5109, 0.5080, 0.4671, 0.0456, 0.2219, -0.6022, 0.4346, -0.6614, 0.4090, -0.5074, 0.5054, -0.7173, 0.5977, -0.1985, -0.2685, -0.3052, 0.3189, -0.5091, -0.7923, -0.8899, 0.4408, -0.3328, -0.9977, 0.0521, -0.0993, 0.2316, 0.3916, 0.4165, 0.4591, 0.4065, 0.4226, 0.4661, 0.4148, 0.5363],
  "e_tot_ev": -77049.6264,
  "spin_multiplicity": 1,
  "homo_ev": -12.31,
  "total_charge": 2
}


# 2
{
  "formula": "C4H29NO10S2",
  "method": "wB97M-V/def2-TZVPD",
  "symbols": ["S", "S", "C", "C", "C", "O", "N", "C", "H", "H", "H", "H", "H", "H", "H", "H", "H", "H", "H", "H", "H", "O", "H", "H", "O", "H", "H", "O", "H", "H", "O", "H", "H", "O", "H", "H", "O", "H", "H", "O", "H", "H", "O", "H", "H", "O"],
  "xyz": [[3.119920, -1.386629, -2.001079], [2.628284, 0.546995, -1.712395], [0.947276, 0.600979, -0.979029], [0.194558, 1.815910, -1.529248], [0.168555, 2.927470, -0.465151], [1.505202, 3.345021, -0.162220], [-1.148048, 1.406103, -1.979314], [-2.090018, 1.014656, -0.924846], [3.429688, -1.849867, -0.766624], [0.996294, 0.574114, 0.091911], [0.444918, -0.322128, -1.262620], [0.685059, 2.223334, -2.430589], [-0.407410, 3.793139, -0.794490], [-0.178743, 2.516859, 0.492856], [1.994114, 3.517473, -0.977699], [-1.608819, 2.136047, -2.516230], [-1.721930, 0.131198, -0.377041], [-3.059192, 0.768316, -1.410445], [-2.290480, 1.771737, -0.194807], [2.427397, 2.507490, 1.071925], [3.514210, 1.418398, 1.266775], [2.826174, 1.901169, 1.736577], [1.316934, 0.228659, 3.759882], [1.709482, 0.940729, 2.465460], [1.040700, 0.300277, 2.840185], [-2.116248, -2.745509, -0.399865], [-1.095994, -1.857871, -1.100647], [-1.216662, -2.392619, -0.288839], [-0.673120, -1.063621, -3.322360], [-1.411196, -0.092041, -2.343890], [-1.362180, -1.025177, -2.653065], [0.048061, -3.480030, 0.563993], [0.201519, -3.343556, 2.055691], [0.664848, -3.689932, 1.285309], [-1.075778, -1.738477, 1.302042], [-0.145400, -1.031421, 2.376348], [-0.929629, -1.602537, 2.282993], [-0.621272, 1.134896, 2.815830], [-1.896646, 0.335298, 2.784664], [-1.581468, 1.247310, 2.727109], [2.019881, -2.593909, 1.170213], [2.254662, -1.181786, 1.758305], [2.675115, -1.861769, 1.223965], [-3.146731, -2.387818, -2.409782], [-3.459064, -1.251630, -1.504636], [-3.576822, -2.205263, -1.565133]],
  "forces_ev_per_a": [[-0.1, -0.7, -0.4], [0.0, 0.5, 0.6], [0.2, -0.6, -1.0], [-0.5, 0.3, 0.3], [0.6, -0.4, 0.1], [0.1, 0.1, -0.3], [-0.4, 1.0, 0.4], [-0.5, -0.4, 0.3], [-0.1, 0.5, 0.1], [0.2, 0.3, 0.6], [0.1, 0.0, -0.2], [0.0, -0.2, 0.3], [-0.2, -0.1, 0.1], [-0.4, 0.3, -0.3], [-0.1, 0.1, 0.1], [0.4, 0.0, -0.1], [-0.2, 0.3, -0.2], [0.5, 0.1, 0.3], [-0.1, 0.5, 0.5], [0.1, -0.2, 0.2], [0.0, -0.1, -0.1], [0.0, 0.3, -0.1], [-0.1, -0.2, 0.2], [-0.2, -0.2, -0.2], [0.7, 0.4, 0.1], [0.1, 0.2, -0.1], [0.0, -0.3, -0.1], [0.0, -0.1, 0.0], [0.0, 0.1, 0.0], [0.7, 0.2, -1.1], [-0.2, -1.4, -0.3], [0.1, 0.0, 0.0], [-0.1, 0.1, 0.2], [0.1, -0.5, -0.2], [0.3, 0.2, 1.1], [-0.3, -0.2, -0.2], [-0.2, 0.0, -0.6], [-0.2, 0.0, 0.0], [0.0, 0.0, -0.1], [-0.1, 0.2, -0.1], [0.0, 0.2, 0.1], [-0.1, 0.0, 0.1], [0.2, 0.0, -0.2], [0.0, -0.1, 0.0], [-0.1, 0.0, 0.2], [-0.4, -0.1, -0.2]],
  "mulliken_charge": [-0.2314, -0.0469, 0.9776, -0.1788, -0.6988, -0.5667, -0.3435, -1.1868, 0.1769, -0.3819, -0.2754, 0.5264, 0.3389, 0.2474, 0.3487, 0.2369, 0.3946, 0.3776, 0.5077, 0.3889, 0.3279, -0.7518, 0.2327, 0.3219, -0.7228, 0.3758, 0.1955, -0.7736, 0.2470, 0.4194, -0.7125, 0.4346, 0.3625, -0.8075, 0.5638, 0.3800, -0.7769, 0.4168, 0.3320, -0.6905, 0.4840, 0.2960, -0.6805, 0.3385, 0.3161, -0.7398],
  "e_tot_ev": -48255.3184,
  "de_lowest_kj_mol": 0.0,
  "spin_multiplicity": 1,
  "smiles": "CN[C@@H](CO)CSS.O.O.O.O.O.O.O.O.O",
  "homo_ev": -9.14,
  "total_charge": 0
}


# 3
{
  "formula": "C19H11AgBr2N4O2S",
  "method": "wB97M-V/def2-TZVPD",
  "symbols": ["Ag", "Br", "C", "C", "C", "Br", "C", "C", "C", "C", "N", "C", "C", "O", "H", "H", "H", "H", "S", "C", "C", "C", "C", "C", "C", "H", "H", "H", "H", "H", "N", "C", "O", "C", "C", "N", "C", "N", "H", "H"],
  "xyz": [[-0.483461, -1.643692, -0.576853], [-3.323723, 1.399137, -4.092712], [-1.438119, 1.366818, -3.854521], [-0.676538, 2.351591, -4.483467], [0.679919, 2.390030, -4.327553], [1.665990, 3.772939, -5.202284], [1.343599, 1.422622, -3.534587], [2.734290, 1.396625, -3.300355], [3.275470, 0.417088, -2.519047], [2.427243, -0.561710, -1.974568], [1.133915, -0.566041, -2.174823], [0.565548, 0.411393, -2.915324], [-0.898945, 0.364482, -3.026930], [-1.583560, -0.503549, -2.424969], [-1.174901, 3.096530, -5.088892], [3.357212, 2.165893, -3.737182], [4.337140, 0.390103, -2.310089], [2.823841, -1.359281, -1.355077], [-0.521752, -3.672161, 0.716829], [-0.143625, -3.214690, 2.377139], [-0.091969, -4.213468, 3.360573], [0.191192, -3.911456, 4.684489], [0.432646, -2.599775, 5.074356], [0.382999, -1.595468, 4.113420], [0.100510, -1.897177, 2.788800], [-0.282472, -5.239465, 3.066016], [0.221042, -4.711245, 5.418533], [0.651281, -2.361942, 6.109156], [0.556753, -0.559728, 4.383255], [0.065077, -1.092981, 2.062335], [-2.354005, 1.267093, -0.130930], [-1.270082, 1.300087, 0.691385], [-0.261118, 0.624352, 0.424327], [-1.338307, 2.164183, 1.846425], [-2.482391, 2.944082, 2.104309], [-3.429615, 3.579402, 2.319193], [-0.252121, 2.241161, 2.743855], [0.627814, 2.328286, 3.491697], [-2.358896, 0.588511, -0.882671], [-3.207877, 1.721412, 0.136740]],
  "forces_ev_per_a": [[0.1, 0.0, -0.1], [0.0, 0.0, 0.0], [0.0, 0.1, -0.1], [-0.1, 0.0, 0.0], [0.0, 0.0, 0.0], [0.0, 0.0, 0.0], [-0.1, 0.0, 0.0], [0.0, 0.0, 0.0], [0.0, 0.0, 0.0], [0.0, 0.0, 0.0], [-0.1, 0.1, 0.1], [0.1, 0.0, 0.0], [0.0, -0.1, 0.0], [0.0, 0.0, 0.1], [0.0, 0.0, 0.0], [0.0, 0.0, 0.0], [0.0, 0.0, 0.0], [0.0, 0.0, 0.0], [0.0, 0.0, 0.0], [0.0, 0.0, 0.0], [0.0, 0.0, 0.0], [0.0, 0.0, 0.0], [0.0, 0.0, 0.0], [0.0, 0.0, 0.0], [0.0, 0.0, 0.0], [0.0, 0.0, 0.0], [0.0, 0.0, 0.0], [0.0, 0.0, 0.0], [0.0, 0.0, 0.0], [0.0, 0.0, 0.0], [-0.1, 0.0, 0.0], [0.1, 0.2, 0.1], [0.1, -0.1, 0.0], [-0.1, 0.0, -0.1], [0.1, 0.0, 0.2], [0.0, 0.0, -0.1], [0.0, 0.0, -0.1], [0.0, 0.0, 0.0], [0.0, 0.0, 0.0], [0.0, 0.0, 0.0]],
  "mulliken_charge": [0.1942, -0.2399, -0.0399, -0.2902, -0.0331, -0.3168, 1.1665, -0.8477, -0.5207, -0.5168, -0.4476, 0.3065, 0.2788, -0.8506, 0.3848, 0.2842, 0.3681, 0.3958, -0.3835, 0.0077, -0.4666, -0.3794, -0.4452, -0.6196, -0.0361, 0.3202, 0.3037, 0.3441, 0.3899, 0.5718, -0.2519, 0.8531, -0.7239, 0.0560, 0.0205, -0.6577, 0.1864, -0.7535, 0.2222, 0.1663],
  "e_tot_ev": -184860.1506,
  "de_lowest_kj_mol": 5.0,
  "spin_multiplicity": 1,
  "homo_ev": -1.82,
  "total_charge": -2
}